(1)
{
  "formula": "C24H37Br15O11S",
  "method": "the ωB97M-V functional and the def2-TZVPD basis",
  "symbols": ["O", "C", "O", "C", "C", "C", "H", "H", "H", "H", "H", "H", "O", "C", "O", "C", "C", "C", "H", "H", "H", "H", "H", "H", "O", "C", "O", "C", "C", "C", "H", "H", "H", "H", "H", "H", "O", "C", "O", "C", "C", "C", "H", "H", "H", "H", "H", "H", "O", "S", "O", "O", "C", "C", "C", "H", "H", "H", "H", "H", "H", "H", "H", "C", "Br", "Br", "Br", "H", "C", "Br", "Br", "Br", "H", "C", "Br", "Br", "Br", "H", "C", "Br", "Br", "Br", "H", "C", "Br", "Br", "Br", "H"],
  "positions_angstrom": [[-2.53, -1.24, 4.51], [-2.78, -2.44, 4.24], [-3.04, -2.88, 3.06], [-3.14, -4.31, 3.03], [-2.57, -4.78, 4.35], [-2.74, -3.58, 5.25], [-2.69, -4.77, 2.15], [-4.16, -4.69, 3.09], [-1.56, -5.14, 4.14], [-2.98, -5.70, 4.77], [-1.96, -3.45, 5.99], [-3.73, -3.55, 5.72], [2.89, 0.30, 2.21], [3.95, 0.06, 2.72], [4.53, -1.18, 2.70], [5.85, -1.15, 3.24], [6.18, 0.25, 3.45], [4.86, 1.03, 3.36], [6.56, -1.55, 2.51], [6.08, -1.79, 4.09], [7.03, 0.53, 2.83], [6.61, 0.34, 4.44], [4.94, 2.00, 2.88], [4.60, 1.26, 4.40], [1.36, 2.29, -8.57], [1.20, 1.93, -7.41], [1.67, 0.64, -7.04], [1.51, 0.56, -5.62], [0.31, 1.46, -5.29], [0.54, 2.64, -6.23], [2.40, 0.95, -5.14], [1.31, -0.48, -5.33], [0.48, 1.60, -4.23], [-0.62, 0.89, -5.27], [1.25, 3.36, -5.81], [-0.39, 3.18, -6.42], [-0.14, 7.72, -1.67], [-0.55, 6.81, -0.92], [-1.39, 5.82, -1.31], [-1.70, 4.83, -0.33], [-0.49, 5.01, 0.69], [-0.08, 6.48, 0.48], [-1.66, 3.86, -0.82], [-2.68, 5.02, 0.09], [0.32, 4.36, 0.35], [-0.67, 4.74, 1.73], [0.99, 6.68, 0.50], [-0.54, 7.24, 1.12], [-0.49, -0.54, -2.70], [-0.28, 0.31, -1.53], [0.23, 1.68, -1.56], [-1.69, 0.34, -0.70], [-2.35, -0.87, -0.41], [-2.92, -0.77, 1.02], [0.74, -0.65, -0.29], [-1.81, -1.81, -0.47], [-3.06, -0.90, -1.23], [-3.73, -1.48, 1.16], [-3.36, 0.20, 1.23], [-2.19, -1.04, 1.79], [1.76, -0.62, -0.67], [0.47, -1.70, -0.33], [0.72, -0.13, 0.67], [-2.13, 2.24, 3.42], [-0.43, 1.96, 2.48], [-3.42, 2.99, 2.15], [-1.91, 3.46, 5.03], [-2.45, 1.25, 3.72], [2.16, -3.81, 2.23], [2.42, -5.73, 2.58], [0.23, -3.38, 2.08], [3.19, -3.27, 0.70], [2.50, -3.14, 3.02], [-6.05, -1.49, -3.99], [-6.12, -3.07, -5.25], [-5.09, 0.02, -4.90], [-5.43, -1.84, -2.12], [-7.06, -1.10, -3.82], [4.43, 0.34, -1.08], [6.07, 1.47, -0.68], [4.96, -1.39, -1.95], [3.31, 1.29, -2.38], [3.88, 0.18, -0.15], [-1.61, -3.87, -2.72], [-1.16, -4.38, -4.64], [-0.05, -4.16, -1.53], [-3.12, -4.93, -2.02], [-1.78, -2.80, -2.82]],
  "homo_lumo_gap_ev": [6.3, 1.3],
  "largest_force_ev_per_a": 5.65,
  "multiplicity": 2,
  "charge": 1,
  "lumo_energy_ev": [-4.84, -9.84],
  "s2": 0.758,
  "energy_ev": -1109469.3158
}

(2)
{
  "formula": "C24H37ClCrN2O3",
  "method": "the ωB97M-V functional and the def2-TZVPD basis",
  "symbols": ["Cr", "Cl", "N", "N", "C", "C", "C", "C", "C", "C", "H", "H", "H", "H", "H", "H", "C", "C", "C", "C", "H", "H", "H", "H", "H", "H", "O", "H", "H", "O", "H", "H", "C", "C", "C", "H", "H", "C", "C", "H", "C", "C", "C", "C", "H", "C", "H", "H", "H", "H", "H", "H", "H", "H", "C", "C", "C", "C", "O", "H", "H", "H", "H", "H", "H", "H", "H", "H"],
  "positions_angstrom": [[-0.05, 0.09, -0.05], [0.67, -2.00, -0.28], [1.64, 0.50, 1.14], [-1.86, -0.40, -1.05], [2.61, 1.32, 0.79], [-2.15, -0.15, -2.29], [2.06, -0.14, 2.41], [3.11, 0.83, 2.92], [2.72, -1.50, 2.19], [0.88, -0.34, 3.33], [3.45, -1.46, 1.37], [1.98, -2.27, 1.97], [3.24, -1.75, 3.12], [0.48, 0.62, 3.63], [1.22, -0.87, 4.23], [0.10, -0.94, 2.85], [-3.01, -1.17, -0.48], [-3.84, -1.51, -1.71], [-3.77, -0.25, 0.45], [-2.54, -2.36, 0.33], [-1.92, -3.01, -0.28], [-3.42, -2.89, 0.69], [-1.96, -2.02, 1.20], [-4.18, 0.60, -0.10], [-3.04, 0.11, 1.20], [-4.61, -0.79, 0.92], [-3.23, -0.73, -2.79], [-4.89, -1.21, -1.65], [-3.76, -2.57, -1.99], [3.55, 1.53, 1.70], [3.99, 0.36, 3.38], [2.69, 1.59, 3.59], [2.74, 2.00, -0.53], [-1.33, 0.74, -3.17], [0.09, 0.48, -2.82], [-1.61, 1.77, -2.92], [-1.58, 0.55, -4.22], [0.70, 1.25, -1.79], [2.10, 1.10, -1.53], [0.15, 2.10, -1.34], [2.82, 0.13, -2.21], [2.17, -0.66, -3.17], [4.28, -0.12, -1.91], [0.82, -0.50, -3.48], [2.76, -1.38, -3.73], [0.17, -1.41, -4.49], [0.95, -2.02, -4.97], [-0.35, -0.84, -5.27], [-0.56, -2.10, -4.02], [4.87, 0.81, -1.95], [4.69, -0.81, -2.66], [4.42, -0.58, -0.92], [3.80, 2.20, -0.73], [2.21, 2.96, -0.45], [-2.32, 0.84, 3.84], [-1.96, 1.75, 2.63], [-3.27, 2.45, 2.20], [-0.95, 2.82, 3.07], [-1.51, 0.93, 1.61], [-2.85, 1.41, 4.61], [-1.43, 0.37, 4.28], [-2.95, 0.00, 3.50], [-3.59, 3.16, 2.98], [-3.16, 2.98, 1.25], [-4.08, 1.72, 2.05], [0.04, 2.40, 3.29], [-0.80, 3.54, 2.26], [-1.30, 3.35, 3.97]],
  "homo_lumo_gap_ev": [3.9, 4.9],
  "largest_force_ev_per_a": 2.62,
  "multiplicity": 4,
  "charge": -1,
  "lumo_energy_ev": [2.85, 2.82],
  "s2": 4.155,
  "energy_ev": -75556.3188
}

(3)
{
  "formula": "C24H37FN2O2",
  "method": "the ωB97M-V functional and the def2-TZVPD basis",
  "symbols": ["C", "C", "C", "C", "C", "O", "N", "C", "C", "C", "C", "C", "C", "C", "N", "C", "O", "C", "C", "C", "C", "C", "C", "C", "C", "C", "C", "C", "F", "H", "H", "H", "H", "H", "H", "H", "H", "H", "H", "H", "H", "H", "H", "H", "H", "H", "H", "H", "H", "H", "H", "H", "H", "H", "H", "H", "H", "H", "H", "H", "H", "H", "H", "H", "H", "H"],
  "positions_angstrom": [[-4.39, -0.93, -2.68], [-3.85, -1.21, -1.31], [-3.97, -0.30, -0.26], [-3.46, -0.59, 1.00], [-3.67, 0.34, 2.16], [-4.09, -0.09, 3.23], [-3.41, 1.67, 1.98], [-3.70, 2.54, 3.11], [-2.44, 2.17, 1.02], [-1.05, 2.37, 1.63], [-0.50, 1.09, 2.23], [0.97, 1.19, 2.62], [1.51, -0.11, 3.20], [3.03, -0.16, 3.29], [3.65, 0.06, 1.99], [3.42, -0.79, 0.95], [2.88, -1.87, 1.11], [3.87, -0.31, -0.42], [2.83, -0.68, -1.48], [1.51, 0.02, -1.17], [0.42, -0.32, -2.18], [0.88, 0.00, -3.60], [2.20, -0.70, -3.91], [3.30, -0.35, -2.90], [4.59, -1.07, -3.28], [-2.83, -1.80, 1.24], [-2.69, -2.72, 0.21], [-3.20, -2.40, -1.03], [-3.06, -3.29, -2.04], [-3.59, -0.91, -3.42], [-5.09, -1.71, -3.00], [-4.91, 0.02, -2.71], [-4.48, 0.64, -0.43], [-4.66, 2.27, 3.54], [-2.95, 2.46, 3.90], [-3.73, 3.57, 2.76], [-2.37, 1.47, 0.19], [-2.82, 3.12, 0.62], [-0.39, 2.72, 0.83], [-1.07, 3.16, 2.38], [-1.09, 0.79, 3.10], [-0.60, 0.27, 1.50], [1.54, 1.46, 1.73], [1.11, 2.01, 3.34], [1.09, -0.29, 4.19], [1.19, -0.94, 2.57], [3.41, 0.60, 3.97], [3.34, -1.14, 3.66], [3.96, 0.99, 1.76], [4.04, 0.77, -0.42], [4.82, -0.80, -0.62], [2.67, -1.76, -1.41], [1.18, -0.25, -0.16], [1.67, 1.11, -1.18], [0.19, -1.39, -2.11], [-0.51, 0.21, -1.94], [0.12, -0.29, -4.32], [1.01, 1.09, -3.69], [2.04, -1.78, -3.90], [2.53, -0.44, -4.92], [3.48, 0.73, -2.96], [4.48, -2.15, -3.14], [4.83, -0.90, -4.33], [5.45, -0.74, -2.69], [-2.47, -2.03, 2.23], [-2.19, -3.67, 0.35]],
  "homo_lumo_gap_ev": 9.7,
  "largest_force_ev_per_a": 0.16,
  "smiles": "Cc1cc(C(=O)N(C)CCCCCCNC(=O)C[C@H]2CCCC[C@@H]2C)ccc1F",
  "lumo_energy_ev": 0.64,
  "energy_ev": -35283.4716
}

(4)
{
  "formula": "C24H37N2O4ReSi3",
  "method": "the ωB97M-V functional and the def2-TZVPD basis",
  "symbols": ["Re", "O", "C", "C", "C", "C", "C", "C", "C", "O", "N", "N", "C", "C", "C", "C", "C", "C", "C", "O", "H", "H", "H", "H", "H", "H", "H", "H", "H", "H", "C", "O", "Si", "C", "C", "C", "Si", "C", "C", "C", "Si", "C", "C", "C", "H", "H", "H", "H", "H", "H", "H", "H", "H", "H", "H", "H", "H", "H", "H", "H", "H", "H", "H", "H", "H", "H", "H", "H", "H", "H", "H"],
  "positions_angstrom": [[-0.45, -0.46, -0.73], [-0.15, -0.89, 3.75], [-1.19, -1.76, 3.89], [-1.61, -2.05, 5.18], [-2.61, -2.98, 5.38], [-3.20, -3.64, 4.31], [-2.78, -3.36, 3.03], [-1.78, -2.41, 2.81], [-1.32, -2.14, 1.44], [-1.14, -0.86, 1.08], [-1.08, -3.10, 0.62], [-0.66, -2.56, -0.60], [-0.35, -3.42, -1.50], [0.07, -3.10, -2.84], [0.45, -4.15, -3.70], [0.81, -3.90, -5.00], [0.78, -2.60, -5.48], [0.39, -1.54, -4.67], [0.05, -1.80, -3.36], [-0.35, -0.76, -2.59], [-0.10, -0.61, 2.83], [-1.13, -1.54, 6.01], [-2.94, -3.20, 6.39], [-3.99, -4.37, 4.47], [-3.21, -3.86, 2.17], [-0.43, -4.47, -1.22], [0.46, -5.16, -3.31], [1.11, -4.71, -5.65], [1.05, -2.40, -6.51], [0.34, -0.53, -5.04], [2.60, -1.68, 0.99], [1.69, -0.69, 0.51], [1.78, 0.99, 0.73], [1.85, 1.44, 2.53], [3.41, 1.57, 0.02], [0.17, 1.39, -0.16], [0.53, 2.26, -1.90], [1.88, 1.34, -2.85], [-0.98, 2.31, -3.01], [1.10, 4.02, -1.67], [-1.10, 2.48, 0.84], [-1.77, 1.69, 2.40], [-0.29, 4.09, 1.35], [-2.62, 2.83, -0.20], [3.04, -1.38, 1.94], [3.40, -1.85, 0.27], [2.05, -2.61, 1.15], [2.62, 0.83, 3.01], [0.93, 1.33, 3.10], [2.17, 2.48, 2.61], [4.18, 1.24, 0.73], [3.48, 2.65, -0.03], [3.65, 1.16, -0.95], [1.58, 1.29, -3.90], [2.10, 0.33, -2.52], [2.81, 1.91, -2.81], [-1.55, 1.38, -3.08], [-0.61, 2.53, -4.02], [-1.68, 3.10, -2.74], [1.86, 4.14, -0.89], [0.28, 4.71, -1.47], [1.55, 4.31, -2.62], [-1.05, 1.42, 3.17], [-2.43, 0.84, 2.22], [-2.38, 2.50, 2.82], [0.78, 3.97, 1.58], [-0.77, 4.44, 2.27], [-0.38, 4.88, 0.61], [-2.93, 1.98, -0.81], [-2.52, 3.69, -0.85], [-3.45, 3.04, 0.49]],
  "homo_lumo_gap_ev": [6.6, 6.6],
  "largest_force_ev_per_a": 0.64,
  "multiplicity": 4,
  "charge": 1,
  "lumo_energy_ev": [-4.52, -4.52],
  "s2": 3.775,
  "energy_ev": -62418.7412
}

(5)
{
  "formula": "C24H37N3O5S",
  "method": "the ωB97M-V functional and the def2-TZVPD basis",
  "symbols": ["C", "C", "H", "H", "O", "C", "O", "N", "C", "H", "H", "C", "N", "C", "O", "C", "N", "S", "O", "O", "C", "C", "C", "C", "C", "C", "C", "H", "H", "H", "H", "C", "H", "H", "H", "H", "C", "H", "H", "H", "C", "C", "C", "C", "C", "C", "H", "H", "H", "H", "H", "H", "H", "H", "H", "H", "H", "H", "H", "C", "C", "H", "H", "H", "H", "H", "H", "H", "H", "H"],
  "positions_angstrom": [[7.43, 1.53, 0.66], [6.87, 0.76, -0.53], [7.40, -0.18, -0.67], [6.96, 1.37, -1.44], [5.51, 0.40, -0.34], [4.60, 1.37, -0.61], [4.89, 2.48, -1.01], [3.33, 0.94, -0.42], [2.24, 1.89, -0.53], [2.63, 2.81, -0.97], [1.45, 1.48, -1.17], [1.65, 2.15, 0.86], [1.23, 0.90, 1.44], [-0.02, 0.40, 1.55], [-0.20, -0.72, 2.00], [-1.19, 1.29, 1.19], [-2.26, 0.51, 0.58], [-1.70, -0.15, -0.90], [-2.83, -0.43, -1.75], [-0.72, 0.78, -1.41], [-0.88, -1.73, -0.61], [0.18, -2.08, -1.44], [0.88, -3.25, -1.17], [0.52, -4.09, -0.13], [-0.62, -3.78, 0.60], [-1.34, -2.61, 0.36], [-2.61, -2.36, 1.11], [-2.45, -1.58, 1.84], [-2.93, -3.27, 1.62], [-3.38, -2.04, 0.42], [-0.96, -4.46, 1.37], [1.29, -5.34, 0.18], [2.18, -5.41, -0.45], [0.67, -6.22, 0.01], [1.60, -5.34, 1.22], [1.72, -3.52, -1.80], [0.55, -1.30, -2.67], [1.07, -0.37, -2.42], [1.19, -1.90, -3.31], [-0.35, -1.02, -3.21], [-3.52, 1.25, 0.51], [-4.73, 0.32, 0.39], [-6.02, 1.14, 0.45], [-6.05, 2.18, -0.67], [-4.85, 3.10, -0.55], [-3.55, 2.30, -0.61], [-2.69, 2.97, -0.52], [-3.48, 1.78, -1.57], [-4.86, 3.84, -1.36], [-4.90, 3.65, 0.40], [-6.98, 2.76, -0.61], [-6.02, 1.67, -1.63], [-6.10, 1.64, 1.42], [-6.88, 0.46, 0.35], [-4.71, -0.39, 1.21], [-4.67, -0.21, -0.55], [-3.61, 1.77, 1.47], [-0.89, 2.09, 0.51], [-1.58, 1.72, 2.12], [2.36, -0.01, 1.60], [2.97, -0.30, 0.23], [3.86, -0.92, 0.33], [2.23, -0.82, -0.39], [1.98, -0.93, 2.05], [3.10, 0.45, 2.26], [0.84, 2.87, 0.80], [2.43, 2.58, 1.51], [6.90, 2.48, 0.76], [7.30, 0.95, 1.57], [8.49, 1.73, 0.51]],
  "homo_lumo_gap_ev": 9.4,
  "largest_force_ev_per_a": 1.22,
  "smiles": "CCOC(=O)N1CCN(C(=O)CN(C2CCCCC2)S(=O)(=O)c2c(C)cc(C)cc2C)CC1",
  "lumo_energy_ev": 0.70,
  "energy_ev": -51032.6311
}

(6)
{
  "formula": "C24H37N4O2P2Pd",
  "method": "the ωB97M-V functional and the def2-TZVPD basis",
  "symbols": ["Pd", "C", "C", "C", "C", "C", "C", "C", "C", "C", "C", "C", "C", "C", "C", "C", "N", "H", "H", "H", "H", "H", "H", "H", "H", "H", "H", "C", "N", "C", "P", "O", "N", "C", "C", "N", "C", "C", "H", "H", "H", "H", "H", "H", "H", "H", "H", "H", "H", "H", "H", "H", "H", "H", "H", "H", "C", "P", "C", "C", "O", "H", "H", "H", "H", "H", "H", "H", "H", "H"],
  "positions_angstrom": [[0.11, -0.43, 0.35], [-0.49, -0.66, 4.74], [-1.32, -1.76, 4.93], [-1.67, -2.51, 3.82], [-1.21, -2.17, 2.54], [-0.39, -1.04, 2.29], [-0.06, -0.33, 3.46], [-1.62, -3.07, 1.41], [-2.03, -4.43, 1.63], [-2.38, -5.21, 0.59], [-2.34, -4.69, -0.73], [-2.67, -5.44, -1.89], [-2.57, -4.88, -3.13], [-2.12, -3.54, -3.27], [-1.79, -2.80, -2.17], [-1.90, -3.36, -0.87], [-1.57, -2.59, 0.19], [-0.19, -0.06, 5.59], [-1.69, -2.02, 5.91], [-2.35, -3.35, 3.97], [0.57, 0.56, 3.36], [-2.02, -4.83, 2.64], [-2.69, -6.24, 0.74], [-3.01, -6.46, -1.77], [-2.83, -5.45, -4.01], [-2.03, -3.11, -4.25], [-1.44, -1.78, -2.23], [-0.96, 4.98, -2.93], [-1.06, 4.79, -1.49], [-2.27, 5.42, -0.97], [-0.73, 3.28, -0.83], [-1.96, 2.48, -0.62], [0.29, 2.53, -1.89], [1.71, 2.90, -1.92], [0.05, 1.15, -2.26], [0.16, 3.67, 0.50], [0.24, 4.97, 1.12], [0.68, 2.60, 1.36], [-0.92, 6.05, -3.15], [-1.83, 4.56, -3.46], [-0.07, 4.50, -3.32], [-2.23, 6.50, -1.15], [-2.37, 5.25, 0.10], [-3.17, 5.01, -1.45], [1.85, 3.87, -1.45], [2.05, 2.96, -2.96], [2.31, 2.15, -1.39], [-0.98, 0.98, -2.56], [0.30, 0.44, -1.44], [0.73, 0.89, -3.08], [-0.01, 5.76, 0.41], [1.27, 5.15, 1.46], [-0.41, 5.05, 1.99], [0.41, 1.56, 1.05], [0.29, 2.73, 2.37], [1.77, 2.65, 1.38], [2.14, -2.39, -0.49], [3.34, -1.13, -0.09], [4.94, -1.94, -0.43], [3.36, -0.94, 1.69], [3.25, 0.13, -0.88], [2.31, -3.29, 0.11], [2.22, -2.62, -1.55], [1.11, -2.03, -0.25], [5.04, -2.87, 0.12], [5.74, -1.26, -0.15], [5.01, -2.14, -1.50], [3.74, -1.84, 2.17], [2.34, -0.75, 2.05], [4.00, -0.09, 1.93]],
  "homo_lumo_gap_ev": 5.1,
  "largest_force_ev_per_a": 0.63,
  "charge": -1,
  "lumo_energy_ev": 2.88,
  "energy_ev": -57604.0001
}